Formula: C57H69ClN7NiO2Te
Source: the Open Molecules 2025 dataset
Level of theory: ωB97M-V with the def2-TZVPD basis set

The value obtained for the energy above the lowest of the compared OMol25 structures with the same formula, charge and spin is 0.0000 eV. The value obtained for the HOMO energy (spin up / spin down) is -0.2171 / -0.2167 Ha. As for the spin multiplicity: 2.

Positions of all 138 atoms, in Å:
Ni 2.951996 -0.647517 -0.500490
C 3.048891 -3.680656 -0.130006
N 3.592500 -2.661328 -1.036630
C 3.142937 -2.832111 -2.427574
C 5.052198 -2.718798 -0.987546
C 5.769455 -3.796471 -1.466756
C 7.158235 -3.752691 -1.513500
C 7.814837 -2.606403 -1.085785
C 7.114635 -1.524430 -0.584631
C 5.706454 -1.567669 -0.479593
N 4.900285 -0.594823 0.006866
C 5.353262 0.661398 0.351878
C 6.357898 0.941868 1.287222
C 6.750318 2.251351 1.514931
C 6.153260 3.306007 0.837590
C 5.127123 3.052421 -0.062670
C 4.727281 1.748487 -0.298133
N 3.710534 1.393875 -1.270698
C 4.232352 1.594200 -2.626442
C 2.413441 2.037905 -1.036289
H 3.238165 -4.698364 -0.497383
H 1.981614 -3.537195 0.002599
H 3.526188 -3.552045 0.840416
H 3.232099 -3.874056 -2.766244
H 3.763679 -2.210539 -3.071290
H 2.107601 -2.512640 -2.526455
H 5.254696 -4.674246 -1.842012
H 7.715676 -4.590959 -1.909933
H 8.894956 -2.554199 -1.156893
H 7.641501 -0.633285 -0.274407
H 6.808786 0.127766 1.838804
H 7.537367 2.456345 2.230571
H 6.480142 4.323288 1.008731
H 4.653685 3.878241 -0.583685
H 4.473682 2.646204 -2.823252
H 3.501393 1.260166 -3.365414
H 5.140288 1.003324 -2.740174
H 2.049766 2.475832 -1.967278
H 2.489754 2.815628 -0.278764
H 1.571201 0.120508 -1.094357
C -3.486855 7.230616 -5.853353
C -2.861298 6.100796 -5.082308
C -3.333922 4.802019 -5.199324
C -2.770128 3.749784 -4.486238
C -3.345521 2.376112 -4.690472
C -1.701643 3.997800 -3.612476
Te -0.855985 2.385450 -2.454745
N 1.430825 1.036086 -0.574170
C 1.478720 0.681546 0.815324
O 1.821948 -0.494664 1.094721
C 1.092998 1.635709 1.817648
C 1.248825 1.293926 3.174208
C 0.984868 2.210782 4.165740
C 0.552403 3.494097 3.843134
C 0.352253 3.829168 2.510381
C 0.607306 2.915677 1.508535
C -2.617717 2.060874 -1.293984
C -3.054429 3.025386 -0.379716
C -2.364227 4.342253 -0.141306
C -4.201471 2.770481 0.369746
C -4.932340 1.604049 0.224996
C -6.158121 1.354358 1.059178
C -4.480724 0.660037 -0.688358
C -3.326347 0.856020 -1.432096
C -2.884475 -0.240808 -2.369316
C -1.188368 5.297462 -3.511844
C -0.006564 5.676484 -2.652561
C -1.782417 6.323306 -4.241417
H -4.275790 6.863471 -6.507814
H -2.740066 7.741872 -6.462138
H -3.919840 7.964927 -5.172071
H -4.165142 4.596800 -5.864789
H -3.933996 2.338811 -5.606674
H -3.998253 2.110659 -3.855641
H -2.550123 1.634690 -4.756096
H 1.591035 0.294697 3.408684
H 1.122249 1.938641 5.204327
H 0.376010 4.220992 4.624252
H -0.001553 4.820897 2.257802
H 0.403311 3.164062 0.474160
H -1.394337 4.380238 -0.629922
H -2.222523 4.496068 0.929405
H -2.973312 5.163656 -0.524539
H -4.525972 3.517456 1.087094
H -6.501753 2.277837 1.523466
H -5.929175 0.640176 1.853771
H -6.969357 0.941842 0.458870
H -5.038342 -0.259535 -0.825854
H -3.343412 -1.189732 -2.091487
H -1.804119 -0.359001 -2.351242
H -3.180613 -0.026192 -3.396797
H 0.486834 4.804788 -2.229349
H -0.325879 6.325235 -1.834073
H 0.723723 6.229039 -3.244945
H -1.384265 7.328593 -4.144541
C -5.612286 -2.438213 1.894196
C -4.466669 -3.048828 2.719533
C -4.694679 -4.564546 2.779146
C -4.567046 -2.496508 4.147090
C -3.092790 -2.616296 2.088009
O -3.051409 -1.184759 2.022210
C -1.829543 -3.055630 2.847577
C -1.491417 -4.552817 2.900418
C -0.022588 -4.739786 3.185056
C 0.493657 -4.462406 4.447351
C 1.843542 -4.617177 4.716383
C 2.687744 -5.060124 3.710381
Cl 4.374260 -5.279029 4.042215
C 2.197498 -5.343706 2.447341
C 0.844860 -5.176438 2.191118
C -3.025604 -3.066622 0.624105
N -1.729435 -2.888991 0.002125
C -0.922383 -1.821531 -0.120815
N 0.092481 -2.105087 -0.912531
C -0.161862 -3.385075 -1.287192
N -1.250626 -3.895088 -0.759333
H -6.541666 -2.474027 2.464352
H -5.774511 -2.992399 0.968243
H -5.395836 -1.399016 1.657320
H -5.732399 -4.749004 3.062197
H -4.068431 -5.050481 3.523019
H -4.526837 -5.050498 1.818206
H -5.535355 -2.762764 4.572274
H -4.486069 -1.408180 4.157404
H -3.798353 -2.916765 4.797319
H -2.703300 -0.843202 2.852667
H -1.879528 -2.658317 3.865156
H -0.995612 -2.545245 2.360169
H -1.731351 -5.025340 1.946572
H -2.063369 -5.046312 3.685040
H -0.170045 -4.129063 5.237379
H 2.238894 -4.402030 5.699497
H 2.865552 -5.696789 1.673796
H 0.456361 -5.399995 1.203700
H -3.769112 -2.497076 0.064908
H -3.249651 -4.123194 0.521006
H -1.093193 -0.884575 0.384297
H 0.455059 -3.957207 -1.958020

Atomic forces in eV per Å
2.047 -2.182 -0.381
-0.052 0.300 -0.017
0.202 -0.334 -0.107
-0.128 -0.139 0.047
0.126 0.254 0.031
-0.023 0.117 -0.050
0.114 -0.168 -0.052
-0.031 0.008 -0.073
-0.120 -0.139 0.021
-0.017 0.085 0.194
0.494 0.534 0.073
0.125 -0.428 -0.381
-0.075 0.258 0.007
0.042 -0.071 0.046
-0.047 0.179 0.021
-0.011 -0.042 0.087
0.007 -0.389 0.171
-0.084 1.252 -0.024
-0.139 -0.076 -0.097
0.130 -0.030 -0.203
0.042 -0.001 -0.002
-0.091 0.008 -0.027
0.009 -0.026 -0.030
0.034 0.020 0.000
-0.026 0.017 0.006
-0.061 -0.016 0.026
-0.043 0.011 0.001
0.000 -0.015 0.039
0.007 0.015 0.014
0.031 -0.004 0.031
0.034 -0.034 -0.051
0.001 -0.006 0.010
-0.009 -0.002 0.035
-0.015 -0.017 -0.044
0.033 -0.017 -0.007
-0.008 -0.044 0.031
-0.023 -0.018 0.011
-0.060 -0.014 0.061
-0.021 0.047 -0.077
-0.747 0.388 -0.494
0.045 -0.048 0.068
0.000 -0.026 -0.012
0.050 0.056 0.069
-0.064 -0.114 -0.046
-0.005 0.089 0.010
0.125 -0.151 0.048
-0.466 0.451 -0.304
0.219 0.015 1.651
0.165 -1.704 -1.378
-1.493 1.610 0.258
-0.306 1.212 1.394
0.142 -0.233 -0.641
-0.127 0.252 0.282
0.084 -0.241 -0.198
-0.093 0.307 0.255
0.071 -0.599 -0.298
0.147 -0.045 0.044
0.051 -0.007 0.028
-0.026 -0.078 -0.051
-0.011 -0.043 -0.030
-0.040 0.080 0.010
0.109 0.022 0.003
0.022 0.032 0.040
0.072 -0.118 -0.137
-0.060 0.031 0.089
0.094 0.023 0.111
-0.031 -0.041 -0.038
-0.051 -0.012 -0.010
-0.007 0.039 -0.021
-0.029 0.027 -0.020
-0.015 0.027 -0.032
0.004 -0.009 -0.015
-0.017 0.015 0.010
0.033 -0.078 0.005
-0.042 -0.048 0.015
0.080 0.024 0.035
0.017 -0.031 -0.016
-0.038 0.011 0.000
-0.019 -0.024 -0.046
0.033 0.068 -0.019
0.022 0.068 0.019
-0.024 0.042 0.011
0.040 0.022 -0.026
-0.025 0.004 -0.003
-0.049 -0.020 0.011
-0.075 0.046 0.003
-0.011 -0.023 0.019
-0.024 -0.066 0.043
-0.005 -0.030 0.042
0.021 -0.120 -0.069
0.055 0.013 -0.010
0.023 0.054 0.041
0.034 -0.002 0.024
0.006 0.015 0.014
0.028 0.002 -0.011
0.138 -0.024 0.013
-0.071 0.116 0.042
0.103 0.066 0.011
0.091 -0.029 -0.102
0.089 -0.287 0.084
0.027 0.119 -0.081
-0.158 -0.054 -0.002
0.195 0.215 0.008
-0.056 -0.108 -0.024
0.015 -0.023 -0.040
-0.008 0.042 0.024
-0.120 -0.022 -0.051
0.109 0.010 0.008
-0.004 -0.069 0.047
-0.018 -0.011 0.064
-0.258 0.288 0.231
0.065 0.044 -0.306
0.073 -0.055 0.066
-0.097 0.039 -0.223
-0.249 0.148 0.143
0.032 -0.241 -0.031
-0.009 -0.045 0.008
-0.021 0.036 -0.043
-0.039 -0.002 -0.065
-0.014 -0.002 -0.015
0.013 -0.026 0.009
-0.035 -0.047 0.002
-0.016 0.018 0.006
-0.019 0.005 0.043
-0.002 0.015 0.033
-0.007 -0.007 0.007
0.037 0.025 0.003
-0.011 0.003 0.103
-0.034 -0.071 0.038
-0.058 -0.053 -0.067
0.003 0.000 0.015
0.028 -0.014 -0.004
0.003 -0.013 0.061
-0.005 0.014 -0.009
0.024 -0.011 -0.038
0.012 0.004 -0.024
-0.103 -0.014 0.006
0.073 -0.003 -0.016

Formula: C4H7NO2
Source: the Open Molecules 2025 dataset
Level of theory: ωB97M-V with the def2-TZVPD basis set

The value obtained for the energy above the lowest of the compared OMol25 structures with the same formula, charge and spin is 4.6209 eV. The value obtained for the HOMO energy is -0.2722 Ha.

Positions of all 14 atoms, in Å:
C -1.873751 -0.016776 0.050432
C -0.487559 -0.310810 -0.429366
N 0.025957 0.332799 -1.477381
O 0.047558 -1.439381 0.041803
C 1.025545 -0.693027 0.821550
C 2.080389 0.812288 0.013176
O 2.711784 1.345995 0.836783
H -1.872647 0.077357 1.140709
H -2.296777 0.887795 -0.392220
H -2.507028 -0.875661 -0.199557
H -0.489515 1.167260 -1.730496
H 0.637466 -0.509785 1.828057
H 1.927761 -1.303302 0.862788
H 1.070819 0.525252 -1.366278

Atomic forces in eV per Å
0.007 0.058 0.030
-0.185 0.149 -0.150
-0.089 -0.046 0.207
-0.048 -0.045 -0.130
0.080 -0.236 0.298
0.620 0.569 0.749
-0.523 -0.468 -0.667
0.025 -0.025 -0.124
0.087 -0.122 0.066
0.101 0.091 0.042
0.060 -0.099 0.008
-0.017 0.042 -0.146
-0.053 0.160 -0.026
-0.064 -0.028 -0.157

Formula: C3H4ClFS
Source: the Open Molecules 2025 dataset
Level of theory: ωB97M-V with the def2-TZVPD basis set

As for the SMILES: CC(=S)[C@@H](F)Cl. The value obtained for the energy above the lowest of the compared OMol25 structures with the same formula, charge and spin is 0.6703 eV. The value obtained for the HOMO energy is -0.3317 Ha.

Positions of all 10 atoms, in Å:
C -0.424619 -1.248724 -0.239553
C -0.477989 0.127569 0.370261
S -1.781198 0.563460 1.189418
C 0.654259 1.167832 0.065774
F 1.094435 1.424127 1.303510
Cl 1.938272 0.584233 -0.991379
H -0.564401 -1.063720 -1.358522
H 0.558434 -1.701663 -0.140378
H -1.282290 -1.966808 0.121086
H 0.285097 2.113694 -0.320217

Atomic forces in eV per Å
-1.201 -0.575 -0.939
-0.457 -0.629 -1.323
-0.054 0.627 0.392
-1.621 -0.789 0.393
1.460 0.494 1.089
0.092 0.003 0.043
0.158 -0.437 1.229
0.032 -0.175 0.074
1.806 1.662 -0.567
-0.214 -0.180 -0.391